[1]
{
  "formula": "C5H13NSi",
  "method": "the ωB97M-V functional and the def2-TZVPD basis",
  "symbols": ["C", "Si", "N", "H", "H", "H", "H", "H", "C", "C", "C", "C", "H", "H", "H", "H", "H", "H", "H", "H"],
  "coordinates": [[4.5558, -0.3733, -0.7329], [2.9607, -0.2255, 0.0045], [2.0482, 1.2157, -0.3174], [5.1183, -1.2391, -0.3199], [5.2442, 0.4411, -0.7865], [1.8832, -1.0453, 0.6780], [1.1161, 1.2318, -0.2594], [2.5099, 1.7827, -0.9220], [-1.3354, -1.7483, 0.1492], [-1.6895, -0.3288, 0.5445], [-2.3117, 0.5836, -0.1870], [-2.5243, 1.9456, 0.3076], [-2.0851, -2.2536, -0.4545], [-0.2929, -1.8725, -0.3046], [-1.1523, -2.3556, 1.0875], [-1.3555, -0.0019, 1.4613], [-2.8092, 0.4606, -1.1203], [-1.9593, 2.7441, -0.2069], [-3.5676, 2.1613, 0.2535], [-2.1521, 1.9753, 1.2365]],
  "multiplicity": 1,
  "gap_ev": 8.8,
  "charge": 0,
  "de_lowest_kcal_mol": 77.3
}


[2]
{
  "formula": "C3H3O2S",
  "method": "the ωB97M-V functional and the def2-TZVPD basis",
  "symbols": ["C", "C", "C", "O", "O", "S", "H", "H", "H"],
  "coordinates": [[0.1119, -0.6258, 0.4343], [0.2141, 0.4216, 1.2388], [-0.2792, 0.1538, -1.8044], [0.5126, -0.4386, -2.3961], [-1.1500, 0.8730, -1.5870], [1.4811, 0.8910, 2.3420], [-0.9519, -0.9780, 0.2439], [0.7685, -1.4256, 0.4073], [-0.7070, 1.1286, 1.1211]],
  "multiplicity": 3,
  "gap_ev": [3.8, 6.5],
  "charge": -1,
  "s_squared": 2.01,
  "de_lowest_kcal_mol": 4.6
}


[3]
{
  "formula": "C6H8ClN2O",
  "method": "the ωB97M-V functional and the def2-TZVPD basis",
  "symbols": ["C", "C", "C", "C", "C", "C", "N", "N", "O", "Cl", "H", "H", "H", "H", "H", "H", "H", "H"],
  "coordinates": [[0.7434, -1.0254, -0.7916], [1.2500, 0.2533, -1.3169], [-0.1954, -0.7705, 0.3339], [0.3465, 0.6973, -2.2419], [-0.3245, 0.2834, 1.2704], [-0.4225, -1.2097, -1.5891], [-1.1167, 0.1416, 2.3229], [0.2291, 1.5223, 1.1781], [-0.7090, -0.1449, -2.2701], [-1.3158, -2.6330, -1.6654], [1.4466, -1.8954, -0.4241], [2.1353, 0.7323, -0.9807], [-0.7027, -1.6461, 0.6720], [0.1259, 1.6540, -2.6311], [-1.3504, -0.7224, 2.5851], [-1.1115, 0.9371, 3.0221], [0.8926, 1.7150, 0.5733], [0.0792, 2.1112, 1.9532]],
  "multiplicity": 3,
  "gap_ev": [7.0, 7.1],
  "charge": 1,
  "s_squared": 2.01,
  "de_lowest_kcal_mol": 0.0
}


[4]
{
  "formula": "C4F18KN2O8PS4",
  "method": "the ωB97M-V functional and the def2-TZVPD basis",
  "symbols": ["K", "P", "F", "F", "F", "F", "F", "F", "C", "F", "F", "F", "S", "O", "O", "N", "S", "O", "O", "C", "F", "F", "F", "C", "F", "F", "F", "S", "O", "O", "N", "S", "O", "O", "C", "F", "F", "F"],
  "coordinates": [[-1.9964, 1.2905, -0.6805], [-2.3094, 3.9415, 3.8301], [-1.7773, 2.4273, 3.6682], [-3.1518, 3.8685, 2.4472], [-3.5580, 3.4188, 4.6806], [-2.8828, 5.4713, 3.9499], [-1.4264, 3.9657, 5.1650], [-1.0685, 4.4802, 3.0637], [-0.7685, -4.6881, 3.6570], [-1.5298, -5.6118, 4.1821], [-1.5184, -3.6805, 3.2774], [0.0448, -4.2931, 4.6552], [0.2739, -5.2747, 2.2018], [1.1478, -4.1836, 1.8812], [0.8370, -6.5580, 2.6426], [-0.9930, -5.5915, 1.0762], [-0.4593, -4.9188, -0.2582], [-0.8867, -3.5538, -0.4930], [0.9483, -5.1710, -0.5295], [-1.4423, -5.9488, -1.6046], [-0.6288, -5.9386, -2.7258], [-1.6186, -7.1963, -1.1587], [-2.6371, -5.3758, -1.7508], [-0.1730, 4.2995, -4.2857], [-0.3276, 5.2536, -5.2342], [-1.1207, 4.4933, -3.3525], [-0.3748, 3.0660, -4.7688], [1.6828, 4.3492, -3.6158], [2.4408, 3.9839, -4.8137], [1.9766, 5.6966, -3.2039], [1.5348, 3.1953, -2.3987], [2.9454, 3.2156, -1.8173], [4.0886, 3.2033, -2.7896], [3.0655, 4.1389, -0.6809], [2.9569, 1.3658, -1.1678], [1.8974, 1.2194, -0.2683], [2.7159, 0.5583, -2.2397], [4.0927, 1.0819, -0.5397]],
  "multiplicity": 1,
  "gap_ev": 7.4,
  "charge": -2,
  "de_lowest_kcal_mol": 85.0
}


[5]
{
  "formula": "C30H23N4O6S2SeW",
  "method": "the ωB97M-V functional and the def2-TZVPD basis",
  "symbols": ["W", "C", "C", "C", "C", "C", "C", "N", "N", "C", "C", "C", "C", "C", "N", "H", "H", "H", "H", "H", "H", "H", "H", "H", "O", "S", "O", "O", "C", "C", "C", "C", "C", "C", "S", "O", "O", "O", "H", "H", "H", "H", "N", "C", "C", "C", "C", "C", "C", "C", "H", "H", "H", "H", "H", "Se", "C", "C", "C", "C", "C", "C", "H", "H", "H", "H", "H"],
  "coordinates": [[0.2647, 0.9272, -0.1800], [-2.0219, -3.5856, -2.7015], [-0.6540, -3.7714, -2.8769], [0.2446, -2.9649, -2.2083], [-0.2456, -1.9599, -1.3769], [-1.6087, -1.7604, -1.1970], [-2.4969, -2.5901, -1.8597], [0.6573, -1.1095, -0.6771], [1.7467, -1.6450, -0.3470], [2.6642, -0.7523, 0.2040], [3.8842, -1.2225, 0.6514], [4.8123, -0.2992, 1.1054], [4.4902, 1.0512, 1.0980], [3.2360, 1.4443, 0.6686], [2.3351, 0.5545, 0.2435], [-2.7210, -4.2207, -3.2294], [-0.2908, -4.5397, -3.5452], [1.3099, -3.0809, -2.3396], [-1.9610, -0.9832, -0.5327], [-3.5606, -2.4576, -1.7189], [4.0853, -2.2832, 0.6150], [5.7811, -0.6282, 1.4555], [5.1950, 1.7981, 1.4329], [2.9168, 2.4777, 0.6733], [-1.3669, 2.1810, 3.2663], [-1.1273, 2.2245, 1.8654], [-1.5515, 1.0497, 1.0476], [0.3390, 2.3030, 1.5043], [-2.1381, 3.4993, 1.1555], [-2.7940, 4.3371, 2.0324], [-3.7996, 5.1817, 1.5632], [-4.1592, 5.1550, 0.2321], [-3.4878, 4.3196, -0.6610], [-2.4825, 3.4916, -0.2089], [-1.4542, 2.7279, -1.4541], [-1.4858, 1.2195, -1.4581], [-1.7857, 3.3187, -2.6995], [-0.0985, 2.9731, -0.8806], [-2.5422, 4.3043, 3.0830], [-4.3056, 5.8426, 2.2530], [-4.9513, 5.7945, -0.1320], [-3.7207, 4.3353, -1.7163], [0.4001, -0.3272, 1.7444], [0.5126, -0.7984, 2.7821], [0.6671, -1.3652, 4.0857], [0.5927, -0.5191, 5.1922], [0.7430, -1.0614, 6.4558], [0.9601, -2.4255, 6.6057], [1.0276, -3.2610, 5.4971], [0.8801, -2.7362, 4.2264], [0.4057, 0.5375, 5.0522], [0.6860, -0.4210, 7.3248], [1.0740, -2.8429, 7.5971], [1.1913, -4.3219, 5.6248], [0.9244, -3.3719, 3.3522], [1.5582, 1.0668, -2.4440], [0.8022, -0.0722, -3.7881], [1.6852, -0.9377, -4.4322], [1.2445, -1.7203, -5.4903], [-0.0784, -1.6545, -5.8986], [-0.9554, -0.7894, -5.2591], [-0.5206, 0.0127, -4.2137], [2.7176, -0.9885, -4.1101], [1.9390, -2.3795, -5.9951], [-0.4228, -2.2648, -6.7233], [-1.9849, -0.7205, -5.5868], [-1.2006, 0.7053, -3.7493]],
  "multiplicity": 1,
  "gap_ev": 5.8,
  "charge": 1,
  "de_lowest_kcal_mol": 4.9
}


[6]
{
  "formula": "C28H30MnN7S3Se2",
  "method": "the ωB97M-V functional and the def2-TZVPD basis",
  "symbols": ["Mn", "Se", "Se", "C", "C", "C", "C", "C", "N", "C", "C", "C", "C", "C", "N", "H", "H", "H", "H", "H", "H", "H", "H", "C", "N", "C", "C", "N", "C", "S", "C", "C", "C", "C", "C", "N", "H", "H", "H", "H", "H", "H", "H", "H", "H", "C", "N", "C", "S", "N", "C", "H", "H", "H", "H", "H", "H", "H", "H", "S", "C", "C", "C", "C", "C", "C", "H", "H", "H", "H", "H"],
  "coordinates": [[0.5805, 0.0883, 1.1001], [1.2103, 2.9218, 1.7150], [2.2186, 1.5469, 3.3010], [3.1919, 0.3181, 2.1651], [4.5051, 0.0488, 2.5087], [5.2097, -0.8797, 1.7565], [4.5845, -1.4830, 0.6748], [3.2730, -1.1558, 0.3984], [2.5766, -0.2768, 1.1317], [-0.6598, 2.4497, 1.9288], [-1.5343, 3.4078, 2.4066], [-2.8821, 3.0868, 2.5003], [-3.2949, 1.8227, 2.1096], [-2.3538, 0.9254, 1.6401], [-1.0522, 1.2247, 1.5452], [4.9617, 0.5595, 3.3453], [6.2345, -1.1197, 2.0069], [5.1014, -2.2061, 0.0603], [2.7370, -1.6291, -0.4150], [-1.1631, 4.3796, 2.7013], [-3.5934, 3.8105, 2.8754], [-4.3334, 1.5284, 2.1662], [-2.6503, -0.0575, 1.2987], [3.4250, 1.4410, -3.4212], [2.5988, 0.2501, -3.1746], [2.8249, -0.9844, -3.7450], [1.8438, -1.8098, -3.3194], [1.0351, -1.0715, -2.4739], [1.5092, 0.1850, -2.4064], [0.8998, 1.4756, -1.4007], [-0.1716, -1.5788, -1.8753], [-1.0892, -2.1866, -2.7068], [-2.2256, -2.7346, -2.1321], [-2.3656, -2.6633, -0.7566], [-1.3837, -2.0268, -0.0179], [-0.2938, -1.4603, -0.5561], [3.6474, 1.4918, -4.4835], [4.3507, 1.3705, -2.8547], [2.8725, 2.3266, -3.1227], [3.6565, -1.1683, -4.4035], [1.6506, -2.8462, -3.5358], [-0.9214, -2.2224, -3.7745], [-2.9765, -3.2088, -2.7494], [-3.2217, -3.0950, -0.2576], [-1.4421, -1.9838, 1.0621], [-1.2160, -4.8259, 4.4488], [-0.4616, -3.7683, 3.7680], [-0.7401, -2.4927, 3.5611], [0.5709, -1.5470, 2.8991], [-1.8858, -1.8876, 3.8636], [-3.1236, -2.3678, 4.4903], [-0.5883, -5.7117, 4.4494], [-2.1333, -5.0665, 3.9164], [-1.4310, -4.5603, 5.4820], [0.4718, -4.0131, 3.4738], [-1.8268, -0.8860, 3.7628], [-3.1294, -3.4424, 4.5971], [-3.9709, -2.0806, 3.8703], [-3.2339, -1.9162, 5.4746], [-1.1156, 1.6023, -1.9427], [-1.1217, 2.9617, -3.0686], [-0.9365, 2.7403, -4.4323], [-1.0006, 3.8136, -5.3046], [-1.2549, 5.0903, -4.8170], [-1.4482, 5.3038, -3.4580], [-1.3812, 4.2383, -2.5744], [-0.7636, 1.7379, -4.8037], [-0.8657, 3.6552, -6.3658], [-1.3111, 5.9248, -5.5027], [-1.6568, 6.2986, -3.0894], [-1.5365, 4.3884, -1.5136]],
  "multiplicity": 4,
  "gap_ev": [7.8, 7.8],
  "charge": 3,
  "s_squared": 3.77,
  "de_lowest_kcal_mol": 13.1
}